(1)
122
Properties=species:S:1:pos:R:3:mulliken_charge:R:1 method="wB97M-V/def2-TZVPD" homo_lumo_gap_ev=6.7 e_lumo_ev=0.3 e_homo_ev=-6.4 de_lowest_kcal_mol=51.8
Hf 0.80106 1.26062 -0.46814 0.048
O -0.19654 6.40878 4.55256 -0.597
C -0.14592 5.59152 3.67296 0.568
S 0.26320 5.96602 1.99560 -0.228
C 0.09629 4.33228 1.35786 0.571
C -0.24522 3.37428 2.23745 -0.383
S -0.49291 1.70336 1.80984 -0.504
S -0.45731 3.86153 3.91287 -0.079
S 0.40357 4.02006 -0.31741 -0.404
N -1.70205 1.06951 -3.03756 -0.112
P -1.55467 2.34176 -1.85206 0.508
C -1.65713 3.74608 -3.02992 1.130
C -0.69021 3.82766 -4.03359 -0.585
C -0.76648 4.81168 -5.00532 -1.093
C -1.79717 5.73959 -4.97191 -0.531
C -2.73170 5.69255 -3.95006 -0.768
C -2.66524 4.70261 -2.98025 -0.544
C -3.21839 2.42649 -1.12328 0.538
C -4.35918 1.90544 -1.71982 -0.139
C -5.58689 2.05833 -1.09726 -0.786
C -5.67999 2.72941 0.11515 -0.568
C -4.54314 3.25928 0.70941 -0.841
C -3.31197 3.10702 0.09067 -0.448
P -0.95220 -0.32037 -2.29498 1.656
C -2.50019 -0.89960 -1.47836 2.362
C -2.72176 -0.48716 -0.16680 0.830
C -3.92651 -0.75627 0.46301 -0.806
C -4.90535 -1.47472 -0.20480 -1.012
C -4.67930 -1.91965 -1.50087 -0.913
C -3.48597 -1.62399 -2.14222 -1.344
C -0.87450 -1.46871 -3.71213 -0.030
C -0.60442 -2.80379 -3.41369 -0.122
C -0.54105 -3.75229 -4.41712 -0.741
C -0.72158 -3.37094 -5.74056 -0.633
C -0.95490 -2.04082 -6.04752 -0.709
C -1.03479 -1.08953 -5.03833 -0.638
H -1.17468 1.35595 -3.85926 0.320
H 0.13844 3.13092 -4.04069 0.286
H -0.01926 4.85568 -5.78744 0.441
H -1.86198 6.50479 -5.73449 0.382
H -3.52291 6.42977 -3.90683 0.435
H -3.40633 4.67540 -2.19390 0.436
H -4.27437 1.37595 -2.66078 0.406
H -6.47718 1.64702 -1.55613 0.405
H -6.64268 2.83919 0.59834 0.369
H -4.61577 3.78955 1.65011 0.480
H -2.41640 3.51499 0.54555 0.289
H -1.93793 0.04037 0.36561 -1.203
H -4.10070 -0.39748 1.46971 0.511
H -5.84874 -1.68727 0.28205 0.434
H -5.43631 -2.49745 -2.01619 0.431
H -3.31998 -1.95146 -3.16045 0.470
H -0.43748 -3.08021 -2.38381 0.358
H -0.34770 -4.78825 -4.16943 0.475
H -0.67326 -4.11051 -6.52909 0.378
H -1.08047 -1.74015 -7.07965 0.432
H -1.23148 -0.05891 -5.30335 0.422
N 3.06273 2.79432 0.35275 -0.391
C 3.51810 3.71681 -0.71539 -0.721
C 3.57476 3.03171 -2.10920 -0.808
C 2.54391 1.94358 -2.04441 0.395
O 1.33462 2.10780 -2.40032 -0.060
O 2.84678 0.91538 -1.39114 -0.296
H 2.85434 3.34990 1.17745 0.261
H 3.82210 2.16263 0.59320 0.055
H 4.49443 4.15150 -0.48738 0.542
H 2.79002 4.51874 -0.76758 0.264
H 4.54339 2.56144 -2.27310 0.391
H 3.36566 3.76119 -2.88816 0.346
O 1.64180 -1.42567 -2.11658 -0.471
H 1.61094 -1.39432 -1.13894 -0.144
H 2.56864 -1.51761 -2.35902 0.197
N 1.02911 -0.51256 0.46536 0.507
P 1.40688 -1.55770 1.54796 -0.826
N 1.19164 -1.32521 3.20430 1.178
C -0.17913 -1.28863 3.72263 0.434
C -0.12892 -1.39190 5.24219 -1.269
C 0.49231 -0.11188 5.83305 -0.773
C 1.42674 0.55294 4.81021 -0.188
C 2.13701 -0.50227 3.97012 -0.246
N 3.03756 -1.98703 1.44306 0.399
C 3.68514 -2.95161 2.33303 -0.019
C 5.08323 -3.27244 1.81498 -1.192
C 5.99009 -2.03897 1.91149 -0.678
C 5.17447 -0.75713 1.66999 -0.662
C 3.96776 -1.05731 0.78694 1.125
N 0.55309 -2.98762 1.30693 0.340
C -0.64430 -2.97258 0.47062 1.007
C -0.87523 -4.35457 -0.12532 -1.366
C -1.19953 -5.36805 0.98771 -0.822
C -0.64504 -4.89167 2.33694 -0.817
C 0.68953 -4.17375 2.15273 -0.951
H -0.72891 -2.12639 3.28920 0.005
H -0.69892 -0.36724 3.44214 -0.119
H 0.46854 -2.26509 5.51828 0.308
H -1.13669 -1.54770 5.63010 0.410
H 1.04424 -0.35530 6.74346 0.373
H -0.29657 0.59216 6.10356 0.359
H 2.17165 1.16897 5.31679 0.648
H 0.85174 1.20123 4.14896 -0.496
H 2.71481 -1.14896 4.64499 0.193
H 2.83262 -0.01646 3.28349 -0.037
H 3.09299 -3.86172 2.36450 0.189
H 3.76467 -2.57317 3.36122 0.112
H 4.99474 -3.59999 0.77693 0.336
H 5.50191 -4.09961 2.38944 0.416
H 6.79795 -2.11620 1.18156 0.314
H 6.44631 -1.99166 2.90234 0.350
H 5.79878 0.00696 1.20203 0.534
H 4.82363 -0.35608 2.62318 0.143
H 4.32717 -1.48109 -0.16057 0.276
H 3.42268 -0.15162 0.54606 -1.437
H -0.48846 -2.22377 -0.30111 -0.562
H -1.54098 -2.67021 1.03011 0.033
H 0.03062 -4.65528 -0.65879 0.460
H -1.69863 -4.30597 -0.84054 0.371
H -0.76993 -6.33923 0.73385 0.351
H -2.27997 -5.49932 1.06930 0.392
H -0.50204 -5.74273 3.00456 0.473
H -1.35790 -4.21635 2.81513 0.233
H 1.39074 -4.88424 1.69313 0.338
H 1.08626 -3.87734 3.12631 0.682


(2)
75
Properties=species:S:1:pos:R:3:mulliken_charge:R:1 method="wB97M-V/def2-TZVPD" homo_lumo_gap_ev="8.3 / 5.9" e_lumo_ev="0.1 / -2.4" s_squared=0.7966 e_homo_ev="-8.3 / -8.3" spin_multiplicity=2 de_lowest_kcal_mol=10.1
Ca 0.51068 -1.12649 0.08012 1.333
N 8.04544 -1.01909 -2.19140 -0.536
C 6.94592 -0.99762 -1.85497 -0.058
C 5.57610 -0.96874 -1.43707 0.636
C 5.01891 0.21118 -0.94751 -0.962
C 3.69154 0.22143 -0.54322 -0.391
C 2.86040 -0.90908 -0.59427 0.041
C 3.47079 -2.06967 -1.09866 -0.033
C 4.79193 -2.11792 -1.51592 -0.985
H 5.62764 1.10513 -0.88863 0.421
H 3.30186 1.17168 -0.18233 0.298
H 2.89940 -2.99341 -1.16494 0.333
H 5.22229 -3.03628 -1.89529 0.427
F -0.03960 -3.05780 -1.06985 -0.493
As -0.44284 -4.16043 0.30275 1.989
F 0.32307 -5.45608 -0.48204 -0.460
F -1.96177 -4.45209 -0.42029 -0.472
F -0.82381 -5.05955 1.70132 -0.442
F -1.09913 -2.65135 1.04549 -0.527
F 1.06942 -3.57913 0.98837 -0.490
Br -0.14689 0.20120 6.79642 -0.197
C -0.52564 -1.51942 6.11091 0.062
C -1.21741 -2.40432 6.92671 -0.430
C -1.52157 -3.67456 6.46835 -0.479
C -1.13168 -4.06637 5.19610 -0.700
C -0.43757 -3.18772 4.38257 -0.087
C -0.13611 -1.91193 4.83490 0.012
I 0.90644 -0.60963 3.57440 0.489
H -1.51391 -2.08706 7.91647 0.385
H -2.06308 -4.35642 7.10999 0.370
H -1.36330 -5.05573 4.82637 0.424
H -0.13107 -3.49674 3.39422 0.393
C 2.61041 2.79925 2.69166 -1.578
C 1.49567 3.02188 1.70814 -0.159
C 0.97180 4.29904 1.48728 -0.656
C -0.06831 4.51523 0.58076 0.160
C -0.61653 5.89956 0.36311 -1.548
C -0.59068 3.44980 -0.12310 -0.264
C -0.09397 2.12521 0.05266 0.323
C 0.96479 1.96842 1.00107 -0.060
N -0.49542 0.99883 -0.54868 0.276
C -1.38375 0.78174 -1.68651 1.537
C -2.39105 -0.30831 -1.26399 -0.898
C -3.24367 -0.75187 -2.45698 0.436
C -4.01647 0.44455 -3.00955 -1.568
C -3.02286 1.51571 -3.46081 0.392
C -2.11380 0.95315 -4.55451 -1.529
C -1.34011 -0.24260 -3.99880 0.460
C -2.32262 -1.32366 -3.53813 -1.374
C -0.48710 0.21116 -2.80934 -0.747
C -2.17089 1.96518 -2.26661 -2.539
H 3.13499 3.72827 2.90902 0.409
H 3.33375 2.07915 2.30630 0.303
H 2.22142 2.40827 3.63421 0.279
H 1.38258 5.14199 2.03029 0.348
H -0.13519 6.62224 1.01952 0.384
H -1.68943 5.92888 0.55611 0.351
H -0.45875 6.22220 -0.66688 0.334
H -1.40354 3.63509 -0.80110 0.652
H 1.42436 0.99769 1.16040 -0.042
H -3.01859 0.07373 -0.45368 0.420
H -1.88561 -1.20516 -0.88538 0.186
H -3.93761 -1.52385 -2.11685 0.417
H -4.68501 0.84833 -2.24310 0.513
H -4.64036 0.13286 -3.85139 0.531
H -3.56520 2.38383 -3.84415 0.304
H -1.41870 1.72403 -4.90061 0.521
H -2.71154 0.64525 -5.41652 0.532
H -0.67727 -0.64783 -4.76669 0.356
H -1.77970 -2.18921 -3.14733 0.328
H -2.91700 -1.67122 -4.38729 0.558
H 0.23576 0.97407 -3.11147 0.415
H 0.10328 -0.64646 -2.46201 0.184
H -2.82515 2.38668 -1.49846 0.566
H -1.47941 2.74289 -2.59961 0.614


(3)
57
Properties=species:S:1:pos:R:3:mulliken_charge:R:1 method="wB97M-V/def2-TZVPD" homo_lumo_gap_ev="6.6 / 5.6" charge=-1 e_lumo_ev="2.1 / 1.2" s_squared=0.7611 e_homo_ev="-4.5 / -4.4" spin_multiplicity=2 de_lowest_kcal_mol=17.4
Ir 0.06645 0.64279 0.00957 2.980
Se -4.60655 -1.00235 2.96087 -0.625
Sb -3.10793 0.61581 2.03381 0.724
Se -0.68427 -0.00019 2.34068 -0.274
Se -2.34309 0.01700 -0.36202 -0.786
Se -3.71596 2.91761 2.39692 -0.674
O 2.18797 0.66227 -0.64969 -0.728
N 3.22947 0.80895 0.16951 0.241
C 4.40543 0.32322 -0.28536 -0.212
C 5.54584 0.42765 0.45476 -0.801
C 5.46196 1.03918 1.71632 -0.133
C 4.26072 1.50538 2.16590 -0.873
C 3.08425 1.40605 1.38272 0.656
S 1.56011 1.92386 1.88349 -0.387
H 4.33445 -0.14166 -1.25614 0.459
H 6.47067 0.03132 0.06548 0.404
H 6.34275 1.12822 2.33838 0.373
H 4.15782 1.96073 3.14027 0.404
N -4.66810 -4.53218 1.58664 -0.619
C -3.34283 -4.22521 1.30860 0.762
C -2.82621 -4.37076 0.01816 -0.826
C -1.52869 -3.99151 -0.26172 -0.377
C -0.73581 -3.46988 0.75003 -0.388
C -1.21596 -3.38789 2.05018 -0.371
C -2.50765 -3.77778 2.33019 -0.559
S 0.82261 -2.75973 0.38385 1.033
O 1.44991 -2.34987 1.60752 -0.644
O 1.53793 -3.60208 -0.53110 -0.672
N 0.46273 -1.35582 -0.41759 -0.616
C 0.25850 -1.27929 -1.74614 0.667
N 0.24627 -2.25528 -2.65302 -0.483
C 0.04572 -1.86372 -3.90055 -0.342
C -0.14581 -0.54390 -4.29939 -0.961
C -0.14699 0.40683 -3.29503 -0.281
N 0.04744 0.03091 -2.04776 -0.682
H -5.27466 -4.45896 0.78454 0.224
H -5.03151 -3.98855 2.35821 0.250
H -3.46418 -4.74408 -0.77426 0.302
H -1.13497 -4.06878 -1.26602 0.491
H -0.58812 -2.97009 2.82283 0.634
H -2.89934 -3.65977 3.32914 0.419
H 0.03038 -2.65859 -4.64027 0.463
H -0.30486 -0.27923 -5.33308 0.372
H -0.31419 1.46322 -3.46771 0.544
N -2.46296 3.23439 -0.65088 -0.311
C -1.21482 3.65270 -0.40707 0.641
C -1.01619 5.01878 -0.06975 -0.901
C 0.22839 5.55915 -0.14063 -0.349
C 1.29812 4.74437 -0.54186 -1.034
C 1.05680 3.41027 -0.68800 -0.312
N -0.16266 2.81311 -0.56326 0.098
H -3.18878 3.70639 -0.12759 0.248
H -2.61359 2.22794 -0.72861 0.051
H -1.88464 5.60280 0.20179 0.326
H 0.38291 6.60483 0.09371 0.386
H 2.29974 5.12860 -0.66046 0.420
H 1.85599 2.72286 -0.91910 0.648


(4)
76
Properties=species:S:1:pos:R:3:mulliken_charge:R:1 method="wB97M-V/def2-TZVPD" homo_lumo_gap_ev="6.9 / 5.2" charge=+1 e_lumo_ev="-3.9 / -5.6" s_squared=8.7820 e_homo_ev="-10.8 / -10.8" spin_multiplicity=6
Fe 0.90262 -0.92232 0.12059 0.653
O -6.22507 -4.13394 2.39818 -0.457
C -4.95869 -4.04997 2.85321 0.478
O -4.69270 -4.34043 3.98160 -0.517
C -3.91997 -3.57070 1.87914 0.419
C -3.97935 -3.84928 0.51617 -1.158
C -2.98424 -3.40313 -0.33449 -0.957
C -1.92626 -2.65191 0.17489 0.599
C -1.84674 -2.41561 1.53798 0.445
C -2.84077 -2.86478 2.38840 -1.048
N -0.85641 -2.15940 -0.64088 0.579
C -0.95033 -2.15996 -1.90620 -0.424
C 0.21394 -1.78003 -2.71300 0.505
C 0.18086 -1.90523 -4.08711 -0.879
C 1.31710 -1.58173 -4.81778 -0.454
C 2.43539 -1.15254 -4.12859 -0.845
C 2.37846 -1.04029 -2.74523 -0.019
N 1.29375 -1.34425 -2.03412 0.489
H -6.29565 -3.78129 1.50320 0.327
H -4.77909 -4.45776 0.11103 0.428
H -3.03428 -3.67045 -1.38071 0.351
H -1.00705 -1.87143 1.94116 0.260
H -2.78659 -2.67284 3.45094 0.524
H -1.84691 -2.46850 -2.43970 0.421
H -0.72325 -2.22739 -4.58604 0.447
H 1.31547 -1.65366 -5.89753 0.474
H 3.34457 -0.88727 -4.64949 0.468
H 3.23446 -0.68824 -2.18743 0.135
N 0.53430 6.64531 2.65587 -0.483
C 0.28629 5.31822 2.45562 1.007
C 0.03103 4.82040 1.17187 -1.017
C -0.20113 3.47436 0.97616 -0.390
C -0.16862 2.58843 2.05024 -0.456
C 0.05483 3.07891 3.33827 -0.559
C 0.29222 4.41988 3.53239 -0.867
S -0.51941 0.88824 1.82706 1.182
O -0.52774 0.67682 0.34518 -0.056
O -1.73225 0.56176 2.50630 -0.628
N 0.74459 -0.05364 2.16613 0.051
C 0.88488 -0.50034 3.48759 -0.112
N 1.65991 -1.56874 3.66182 -0.057
C 1.76052 -2.03334 4.90695 -0.132
C 1.11135 -1.45590 5.97811 -0.919
C 0.38254 -0.31496 5.68989 -0.183
N 0.28063 0.17848 4.46193 -0.386
H 0.37728 7.29775 1.90941 0.207
H 0.51499 7.01851 3.58746 0.205
H -0.01644 5.50371 0.33303 0.327
H -0.47733 3.13106 -0.01095 0.773
H 0.03975 2.39487 4.17393 0.461
H 0.46930 4.79328 4.53340 0.329
H 2.38883 -2.90825 5.04115 0.418
H 1.18804 -1.85190 6.97874 0.419
H -0.13359 0.23403 6.46950 0.457
I 3.83786 -0.47965 0.59558 0.104
C 3.74057 -2.39427 1.50673 -0.680
I 1.99938 -3.42588 0.90690 0.193
H 3.64714 -2.23480 2.57182 0.270
H 4.61396 -2.96030 1.20817 0.519
N 1.62515 1.89789 -1.27931 0.202
C 1.16800 1.98235 -2.54818 0.512
C 2.03661 2.36550 -3.60683 -0.776
C 1.63450 2.20057 -4.89615 -0.791
C 0.37687 1.59602 -5.15350 0.189
C -0.55954 1.39727 -4.10454 -0.852
C -0.16674 1.56919 -2.81737 -0.052
S -0.03793 1.03980 -6.75654 1.326
O 1.19500 0.84094 -7.47054 -0.648
O -0.76333 2.28577 -7.06283 -0.541
O -0.87348 -0.12482 -6.57754 -0.610
H 2.46525 2.41091 -1.05074 0.323
H 0.92056 1.89455 -0.55011 -0.534
H 3.03140 2.72531 -3.37300 0.425
H 2.28297 2.42248 -5.73292 0.517
H -1.53914 1.01564 -4.35894 0.522
H -0.82312 1.34291 -1.98537 0.546


Which calculated total energy belongs to each record? In order, -5044.74832, -7694.48209, -12129.35374, -4724.66129 Eh.